[1]
ORCA calculation (wB97M-V/def2-TZVPD) on a molecular structure, C3H3InO2 in a non-equilibrium geometry.

```
9
Properties=species:S:1:pos:R:3
O 1.857 0.506 -1.386
C 1.303 -0.028 -0.400
C -0.038 -0.488 1.671
O -0.113 0.171 -0.606
H -1.692 -0.785 0.321
In 0.201 0.980 -2.305
C -0.887 -0.073 0.578
H 0.716 -1.171 1.238
H -1.347 0.888 0.889
```

E_HOMO (alpha / beta)   -19.604 / -18.350 eV
Relative energy (zero: lowest compared OMol25 entry of this formula, charge and spin)   179.5 kcal per mole
LUMO energy (alpha / beta)   -14.028 / -14.460 eV
Total charge   +2
Molecular weight   185.873 g/mol

---

[2]
ORCA calculation (wB97M-V/def2-TZVPD) on a molecular structure, C3H3KNaO3 in a non-equilibrium geometry.

```
11
Properties=species:S:1:pos:R:3
Na 3.541 0.819 0.239
K -5.250 1.571 -0.133
C 0.061 -0.491 -0.121
O 2.323 -1.044 0.081
C -2.304 -0.014 -0.158
H 2.835 2.697 -0.346
H 0.891 -2.484 -0.141
H 0.207 0.576 0.067
C 1.138 -1.409 -0.054
O -1.173 -0.941 -0.254
O -2.271 0.719 0.820
```

E_HOMO (alpha / beta)   -5.712 / -5.711 eV
Relative energy (zero: lowest compared OMol25 entry of this formula, charge and spin)   45.5 kcal per mole
LUMO energy (alpha / beta)   -1.533 / -1.539 eV
2S+1   2
⟨S²⟩   0.759
Molecular weight   149.142 g/mol

---

[3]
ORCA calculation (wB97M-V/def2-TZVPD) on a molecular structure, C3H3LiNiO2 in a non-equilibrium geometry.

```
10
Properties=species:S:1:pos:R:3
H -0.245 2.169 -1.949
C -0.406 0.749 -0.424
C 0.286 1.465 -1.310
H 1.317 1.209 -1.563
Ni 2.303 -1.211 1.883
H -1.499 0.700 -0.432
O 0.504 -2.297 1.029
C -0.404 -1.644 0.538
O 0.158 -0.164 0.404
Li -2.014 -0.975 1.824
```

E_HOMO (alpha / beta)   -5.126 / -6.726 eV
LUMO energy (alpha / beta)   -1.581 / -1.632 eV
2S+1   3
⟨S²⟩   2.004
Molecular weight   136.689 g/mol

---

[4]
ORCA calculation (wB97M-V/def2-TZVPD) on a molecular structure, C3H3LiO3Sr in a non-equilibrium geometry.

```
11
Properties=species:S:1:pos:R:3
C -1.721 -1.520 0.309
H -0.996 0.080 -1.922
H -0.518 1.288 1.667
O -2.307 -1.108 -0.771
Li -1.443 -1.039 2.604
C -0.786 -0.117 0.313
C -1.562 0.145 -0.987
O -1.135 0.564 1.505
O 0.268 -0.945 0.359
H -2.250 0.997 -0.968
Sr 2.484 0.184 -0.157
```

E_HOMO (alpha / beta)   -9.079 / -11.164 eV
Relative energy (zero: lowest compared OMol25 entry of this formula, charge and spin)   82.5 kcal per mole
LUMO energy (alpha / beta)   -3.549 / -3.998 eV
Total charge   +1
2S+1   2
⟨S²⟩   0.751
Molecular weight   181.615 g/mol

---

[5]
ORCA calculation (wB97M-V/def2-TZVPD) on a molecular structure, C3H3MnO2 in a non-equilibrium geometry.

```
9
Properties=species:S:1:pos:R:3
H 0.784 -1.658 2.795
O 0.926 -0.337 0.994
C 0.049 -2.273 0.623
C 0.868 -1.694 1.711
O -0.098 -0.173 -1.005
Mn -0.879 -0.220 -2.664
C 0.234 -0.783 -0.011
H -1.006 -2.489 0.848
H 0.494 -3.058 -0.002
```

E_HOMO (alpha / beta)   -17.435 / -20.838 eV
Relative energy (zero: lowest compared OMol25 entry of this formula, charge and spin)   43.8 kcal per mole
LUMO energy (alpha / beta)   -12.134 / -12.376 eV
Total charge   +2
2S+1   7
⟨S²⟩   12.006
Molecular weight   125.993 g/mol

---

[6]
ORCA calculation (wB97M-V/def2-TZVPD) on a molecular structure, C3H3MnO3 in a non-equilibrium geometry.

```
10
Properties=species:S:1:pos:R:3
C 1.238 -0.245 -0.289
C -0.866 0.893 -0.393
O 0.310 0.586 -0.907
H 2.237 0.183 -0.371
H -0.031 -1.816 0.381
H 1.774 -1.866 0.887
C 0.960 -1.369 0.360
O -1.805 0.056 -0.266
Mn -2.803 1.505 0.561
O -1.014 2.073 0.037
```

E_HOMO (alpha / beta)   -13.469 / -13.483 eV
Relative energy (zero: lowest compared OMol25 entry of this formula, charge and spin)   0.0 kcal per mole
LUMO energy (alpha / beta)   -6.816 / -6.959 eV
Total charge   +1
2S+1   6
⟨S²⟩   8.754
Molecular weight   141.992 g/mol

---

[7]
ORCA calculation (wB97M-V/def2-TZVPD) on 2 unconnected molecules or ions with the total composition C3H3N in a non-equilibrium geometry.

```
7
Properties=species:S:1:pos:R:3
C 0.576 -0.906 -0.793
H 0.001 -1.187 -1.658
N -1.376 0.615 -0.022
C -0.111 -0.148 -0.084
H 1.642 -1.325 -0.594
C -0.470 0.887 0.823
H -0.263 2.064 2.327
```

E_HOMO (alpha / beta)   -9.711 / -9.711 eV
Relative energy (zero: lowest compared OMol25 entry of this formula, charge and spin)   137.2 kcal per mole
LUMO energy (alpha / beta)   -1.244 / -1.242 eV
Molecular weight   53.064 g/mol

---

[8]
ORCA calculation (wB97M-V/def2-TZVPD) on C3H3N in the gas phase in a non-equilibrium geometry.

```
7
Properties=species:S:1:pos:R:3
C -2.171 0.208 0.037
H 2.084 -1.186 0.292
H -2.760 1.032 -0.098
C 1.525 -0.317 0.040
H 1.809 0.731 -0.167
N 0.293 -0.546 -0.059
C -0.780 0.078 -0.045
```

E_HOMO (alpha / beta)   -8.791 / -8.792 eV
Relative energy (zero: lowest compared OMol25 entry of this formula, charge and spin)   82.8 kcal per mole
Structure (SMILES)   C#CN=C
LUMO energy (alpha / beta)   -0.340 / -0.340 eV
Molecular weight   53.064 g/mol

---

[9]
ORCA calculation (wB97M-V/def2-TZVPD) on a gas-phase ion, C3H3N2 (charge +1) in a non-equilibrium geometry.

```
8
Properties=species:S:1:pos:R:3
C -1.164 -0.680 -0.082
C 1.066 0.366 -0.381
H 1.847 -1.078 0.983
N -2.211 -0.118 0.006
N 1.517 -0.764 0.094
C 0.090 -0.622 -0.466
H -3.060 -0.536 -0.093
H 1.307 1.328 -0.531
```

E_HOMO   -14.406 eV
Relative energy (zero: lowest compared OMol25 entry of this formula, charge and spin)   73.0 kcal per mole
Structure (SMILES)   [NH+]#CC1=CN1
LUMO energy   -6.181 eV
Total charge   +1
Molecular weight   67.071 g/mol

---

[10]
ORCA calculation (wB97M-V/def2-TZVPD) on a gas-phase ion, C3H3N2O (charge +1) in a non-equilibrium geometry.

```
9
Properties=species:S:1:pos:R:3
C 0.008 -1.308 0.656
H -1.087 1.038 0.121
O 1.215 1.694 1.224
N 0.197 -1.635 1.744
N -0.126 -0.798 -0.555
H 0.000 -1.474 -1.347
H -0.617 0.632 -1.556
C -0.278 0.579 -0.586
C 0.686 1.272 0.299
```

E_HOMO   -15.528 eV
Relative energy (zero: lowest compared OMol25 entry of this formula, charge and spin)   71.8 kcal per mole
LUMO energy   -6.818 eV
Total charge   +1
Molecular weight   83.070 g/mol

---

[11]
ORCA calculation (wB97M-V/def2-TZVPD) on a gas-phase ion, C3H3N2O2 (charge -1) in a non-equilibrium geometry.

```
10
Properties=species:S:1:pos:R:3
H 1.918 -2.367 -0.628
C 0.045 1.485 0.882
N -1.074 -0.317 -0.327
H -1.766 -0.234 -1.029
C -0.111 -1.099 -0.693
O 0.841 1.923 0.007
N -0.921 0.487 0.874
H -0.066 1.947 1.886
C 0.816 -2.126 -0.489
O -0.129 -1.911 -1.759
```

E_HOMO   -3.187 eV
Relative energy (zero: lowest compared OMol25 entry of this formula, charge and spin)   119.2 kcal per mole
Structure (SMILES)   [O-]/C=N\NC1=CO1
LUMO energy   4.303 eV
Total charge   -1
Molecular weight   99.069 g/mol

---

[12]
ORCA calculation (wB97M-V/def2-TZVPD) on a molecular structure, C3H3N2O2 in a non-equilibrium geometry.

```
10
Properties=species:S:1:pos:R:3
H 1.812 0.942 -0.299
O -2.326 0.635 0.760
H 0.817 0.149 -1.433
C -0.447 -1.408 0.489
C 1.232 0.009 -0.458
N 0.051 -0.193 0.398
O -0.863 2.182 0.120
H 1.887 -0.903 -0.519
N -0.839 -2.522 0.572
C -1.324 1.109 0.369
```

E_HOMO   -4.234 eV
Relative energy (zero: lowest compared OMol25 entry of this formula, charge and spin)   2.4 kcal per mole
LUMO energy   4.111 eV
Total charge   -1
Molecular weight   99.069 g/mol

---

[13]
ORCA calculation (wB97M-V/def2-TZVPD) on C3H3N2OP in the gas phase in a non-equilibrium geometry.

```
10
Properties=species:S:1:pos:R:3
C 1.098 0.124 0.016
O -3.050 -0.820 0.139
H 0.977 -1.956 -0.334
N -0.884 -1.351 0.023
C 0.419 -1.049 -0.151
N -1.886 -0.677 -0.108
H 1.428 2.189 0.352
C 0.642 1.457 0.174
H 2.175 0.023 -0.027
P -0.919 2.060 -0.083
```

E_HOMO (alpha / beta)   -8.499 / -8.458 eV
Relative energy (zero: lowest compared OMol25 entry of this formula, charge and spin)   120.7 kcal per mole
LUMO energy (alpha / beta)   -1.010 / -1.360 eV
Molecular weight   114.044 g/mol

---

[14]
ORCA calculation (wB97M-V/def2-TZVPD) on 2 unconnected molecules or ions with the total composition C3H3N2OS in a non-equilibrium geometry.

```
10
Properties=species:S:1:pos:R:3
O 4.179 -0.277 0.547
N 3.223 -0.648 -0.074
N -0.603 -1.126 -0.334
C -1.746 0.914 0.100
S -0.125 1.483 -0.007
H 1.587 -0.308 -0.436
H -2.550 -1.060 0.377
C -1.705 -0.476 0.101
H -2.583 1.642 0.220
C 0.324 -0.143 -0.493
```

E_HOMO (alpha / beta)   -0.671 / -0.848 eV
Relative energy (zero: lowest compared OMol25 entry of this formula, charge and spin)   92.2 kcal per mole
LUMO energy (alpha / beta)   3.193 / 3.202 eV
Total charge   -1
Molecular weight   115.137 g/mol

---

[15]
ORCA calculation (wB97M-V/def2-TZVPD) on a gas-phase ion, C3H3N2OS (charge +1) in a non-equilibrium geometry.

```
10
Properties=species:S:1:pos:R:3
H -1.747 0.822 1.382
S 0.211 1.799 0.732
C -1.012 0.556 0.719
C -0.932 -0.595 0.076
C 1.379 0.907 -0.244
N 0.164 -1.026 -0.658
O 0.235 -2.178 -1.138
H -1.872 -1.321 -0.012
N 1.214 -0.213 -0.707
H 2.359 1.250 -0.150
```

E_HOMO (alpha / beta)   -15.502 / -15.508 eV
Relative energy (zero: lowest compared OMol25 entry of this formula, charge and spin)   102.9 kcal per mole
Structure (SMILES)   O=[n+]1ccscn1
LUMO energy (alpha / beta)   -7.376 / -7.384 eV
Total charge   +1
Molecular weight   115.137 g/mol

---

[16]
ORCA calculation (wB97M-V/def2-TZVPD) on 2 unconnected molecules or ions with the total composition C3H3N2P in a non-equilibrium geometry.

```
9
Properties=species:S:1:pos:R:3
H 0.180 0.725 1.097
N -2.932 0.806 -0.819
N 1.215 0.928 -2.008
C 0.792 0.073 -1.418
P 0.346 -1.281 -0.417
C 0.548 -0.334 1.157
H 0.314 -0.904 2.016
C -2.047 0.088 -0.706
H 1.583 -0.101 1.097
```

E_HOMO (alpha / beta)   -10.853 / -10.856 eV
Relative energy (zero: lowest compared OMol25 entry of this formula, charge and spin)   71.5 kcal per mole
LUMO energy (alpha / beta)   -3.142 / -3.141 eV
Molecular weight   98.045 g/mol

---

[17]
ORCA calculation (wB97M-V/def2-TZVPD) on 2 unconnected molecules or ions with the total composition C3H3N2P in a non-equilibrium geometry.

```
9
Properties=species:S:1:pos:R:3
C 0.532 -1.775 0.254
N 2.510 2.328 -0.125
C -1.385 0.146 -0.176
H -1.203 1.111 -0.583
C 1.948 1.339 -0.114
H -0.980 0.340 0.891
H -2.426 -0.238 -0.134
P -0.130 -0.799 -1.007
N 1.134 -2.453 0.993
```

E_HOMO (alpha / beta)   -9.163 / -10.791 eV
Relative energy (zero: lowest compared OMol25 entry of this formula, charge and spin)   0.0 kcal per mole
LUMO energy (alpha / beta)   0.482 / -4.782 eV
2S+1   3
⟨S²⟩   2.020
Molecular weight   98.045 g/mol

---

[18]
ORCA calculation (wB97M-V/def2-TZVPD) on a gas-phase ion, C3H3N2S (charge -1) in a non-equilibrium geometry.

```
9
Properties=species:S:1:pos:R:3
N 1.359 -0.663 -0.099
N 0.114 -1.312 0.154
C -0.911 -0.556 -0.290
C 1.284 1.689 0.513
H 1.626 2.473 1.053
S 0.121 -3.089 0.328
H -1.877 -0.969 -0.274
H -1.163 0.428 -0.149
C 1.431 0.444 0.490
```

E_HOMO (alpha / beta)   -1.909 / -2.964 eV
Relative energy (zero: lowest compared OMol25 entry of this formula, charge and spin)   112.4 kcal per mole
LUMO energy (alpha / beta)   4.087 / 2.298 eV
Total charge   -1
2S+1   3
⟨S²⟩   2.035
Molecular weight   99.138 g/mol

---

[19]
ORCA calculation (wB97M-V/def2-TZVPD) on a gas-phase ion, C3H3N2S (charge +1) in a non-equilibrium geometry.

```
9
Properties=species:S:1:pos:R:3
S -0.890 -0.536 3.526
H -0.903 -1.705 0.574
H -1.436 0.015 0.126
N 1.146 0.438 -0.551
C -0.795 -0.643 2.016
C 1.928 1.246 -0.803
N 0.609 -0.529 -0.041
C -0.688 -0.636 0.593
H 2.594 1.810 -1.312
```

E_HOMO   -13.092 eV
Relative energy (zero: lowest compared OMol25 entry of this formula, charge and spin)   95.3 kcal per mole
LUMO energy   -6.486 eV
Total charge   +1
Molecular weight   99.138 g/mol

---

[20]
ORCA calculation (wB97M-V/def2-TZVPD) on 2 unconnected molecules or ions with the total composition C3H3N3 in a non-equilibrium geometry.

```
9
Properties=species:S:1:pos:R:3
N 2.013 -1.630 -2.405
N 0.504 -2.806 -0.453
H 0.779 1.605 -0.572
N 2.246 -0.682 -2.920
C 0.740 -1.673 -0.825
H 1.014 -3.405 -1.148
H 1.617 0.745 -2.209
C 0.954 0.758 -1.221
C 0.667 -0.381 -0.662
```

E_HOMO   -9.113 eV
Relative energy (zero: lowest compared OMol25 entry of this formula, charge and spin)   75.2 kcal per mole
Structure (SMILES)   C=C=C=N.N#N
LUMO energy   -0.080 eV
Molecular weight   81.078 g/mol